Formula: C4H12N2S2
Source: the OMol25 dataset
Level of theory: the ωB97M-V functional and the def2-TZVPD basis

Geometry as ORCA input:
```
! RIJCOSX wB97M-V def2-TZVPD def2/J DEFGRID3
* xyz 0 1
S 3.16 0.68 -0.21
S -0.71 1.19 -1.32
C 0.15 -0.27 -1.07
C 0.20 -0.74 0.39
C -1.14 -1.12 1.00
N -1.96 0.05 1.28
C -3.30 -0.03 0.64
N 1.30 -1.67 0.48
H 2.38 1.77 -0.18
H 1.27 0.12 -1.12
H -0.03 -1.07 -1.77
H 0.51 0.19 0.89
H -0.86 -1.60 1.94
H -1.70 -1.85 0.39
H -1.49 0.83 0.83
H -3.28 -0.47 -0.36
H -3.75 0.97 0.54
H -3.98 -0.63 1.26
H 1.48 -1.91 1.44
H 2.02 -1.08 0.07
*
```

## Properties
E_LUMO = -3.81 eV
energy relative to the best compared isomer or geometry (same formula, charge and spin) = 449.4 kJ/mol

Formula: C4H12N3
Source: the OMol25 dataset
Level of theory: the ωB97M-V functional and the def2-TZVPD basis

Geometry as ORCA input:
```
! RIJCOSX wB97M-V def2-TZVPD def2/J DEFGRID3
* xyz 1 1
N -0.54 -0.21 2.70
C -0.88 -0.19 1.31
C -0.01 -0.69 0.44
N 1.39 -0.81 1.00
C 0.06 -0.43 -1.03
C -0.19 1.00 -1.47
N 0.06 1.17 -2.92
H -0.22 0.70 3.01
H -1.35 -0.44 3.27
H -1.72 0.44 1.02
H 1.19 -0.66 2.01
H 1.72 -1.77 0.91
H 1.94 -0.02 0.68
H -0.63 -1.10 -1.58
H 1.00 -0.77 -1.47
H -1.18 1.37 -1.21
H 0.53 1.65 -0.97
H -0.58 1.90 -3.21
H -0.16 0.32 -3.42
*
```

## Properties
E_LUMO = -3.67 eV
energy relative to the best compared isomer or geometry (same formula, charge and spin) = 251.6 kJ/mol
SMILES string = N/C=C(\[NH3+])CCN

Formula: C4H12N3
Source: the OMol25 dataset
Level of theory: the ωB97M-V functional and the def2-TZVPD basis

Geometry as ORCA input:
```
! RIJCOSX wB97M-V def2-TZVPD def2/J DEFGRID3
* xyz 1 1
N 1.95 -1.36 -1.41
C 0.76 -1.36 -0.70
C -0.01 -0.24 -0.52
N 0.45 1.07 -0.96
C -1.26 -0.39 0.19
C -1.12 0.19 1.65
N -0.75 1.64 1.53
H 2.31 -2.22 -1.65
H 2.19 -0.66 -2.10
H 0.63 -2.35 -0.24
H -0.12 1.40 -1.75
H 1.43 1.17 -1.04
H -1.65 -1.42 0.50
H -2.27 0.04 -0.34
H -0.32 -0.42 2.18
H -2.05 -0.16 2.29
H -1.63 2.15 1.24
H -0.21 2.17 2.30
H -0.05 1.70 0.75
*
```

## Properties
E_LUMO = -3.17 eV
energy relative to the best compared isomer or geometry (same formula, charge and spin) = 238.3 kJ/mol
SMILES string = N/C=C(\N)CC[NH3+]

Formula: C4H12N3
Source: the OMol25 dataset
Level of theory: the ωB97M-V functional and the def2-TZVPD basis

Geometry as ORCA input:
```
! RIJCOSX wB97M-V def2-TZVPD def2/J DEFGRID3
* xyz 1 1
C -1.44 -1.53 -0.78
C -0.63 -0.23 -0.68
N -1.34 0.65 0.20
C -0.51 1.64 0.81
N 0.90 0.93 1.12
C 0.93 -0.46 0.18
N 1.90 -0.48 -0.80
H -2.31 -1.35 -1.50
H -1.62 -2.16 0.10
H -0.85 -2.16 -1.44
H -0.41 0.33 -1.61
H -1.48 0.06 0.99
H -0.24 2.43 0.14
H -0.91 2.07 1.69
H 1.75 1.39 0.93
H 0.91 0.39 1.95
H 0.76 -1.25 0.85
H 1.68 0.18 -1.53
H 2.92 -0.44 -0.62
*
```

## Properties
E_LUMO = -3.16 eV
energy relative to the best compared isomer or geometry (same formula, charge and spin) = 278.8 kJ/mol
SMILES string = C[C@H]1NC[NH2+][C@@H]1N

Formula: C4H12N3O
Source: the OMol25 dataset
Level of theory: the ωB97M-V functional and the def2-TZVPD basis

Geometry as ORCA input:
```
! RIJCOSX wB97M-V def2-TZVPD def2/J DEFGRID3
* xyz 1 1
C -2.62 1.03 0.36
C 0.22 -2.09 0.57
C -0.46 0.91 -0.65
C 2.64 0.96 0.44
N -1.60 0.37 0.07
N 0.42 -0.19 -1.05
N -0.17 -1.46 -0.69
O 1.71 1.84 0.71
H -3.39 0.43 0.93
H -2.75 2.12 0.23
H 0.98 -2.79 0.57
H 0.48 -1.26 1.30
H -0.60 -2.67 0.97
H 0.29 1.54 -0.01
H -0.82 1.54 -1.49
H 3.28 1.07 -0.52
H 2.74 0.32 1.30
H -1.21 -1.28 -0.53
H 0.03 -1.98 -1.50
H 1.80 2.48 -0.05
*
```

## Properties
E_LUMO (alpha / beta) = -4.98 / -3.47 eV
energy relative to the best compared isomer or geometry (same formula, charge and spin) = 729.6 kJ/mol

Formula: C4H12N3O
Source: the OMol25 dataset
Level of theory: the ωB97M-V functional and the def2-TZVPD basis

Geometry as ORCA input:
```
! RIJCOSX wB97M-V def2-TZVPD def2/J DEFGRID3
* xyz 1 1
C 0.51 -0.64 -1.19
C -1.72 0.27 -0.32
C 0.61 0.85 0.76
C -0.28 0.04 -0.15
N 0.10 -1.82 -1.52
N -0.31 -1.61 1.34
N 0.72 2.11 -0.09
O 1.61 -0.02 -1.42
H -1.82 0.81 -1.24
H -2.16 -0.65 -0.66
H -2.34 0.76 0.54
H 1.64 0.37 0.77
H 0.38 1.23 1.72
H -0.36 -2.48 0.68
H 0.66 -2.36 -2.21
H 0.62 -1.42 1.71
H -1.00 -1.68 2.08
H 1.61 2.69 0.29
H -0.10 2.64 0.02
H 1.63 0.90 -1.09
*
```

## Properties
E_LUMO = -5.25 eV
energy relative to the best compared isomer or geometry (same formula, charge and spin) = 360.1 kJ/mol

Formula: C4H12N3O2P
Source: the OMol25 dataset
Level of theory: the ωB97M-V functional and the def2-TZVPD basis

Geometry as ORCA input:
```
! RIJCOSX wB97M-V def2-TZVPD def2/J DEFGRID3
* xyz 0 1
C 1.40 2.05 1.66
N 1.05 1.61 0.39
P 0.91 -0.04 -0.04
N 1.26 -0.05 -1.70
O 1.61 -0.96 0.80
N -0.85 -0.43 -0.09
C -1.77 0.56 0.39
C -1.46 -1.64 -0.39
C -0.46 -2.65 -0.81
O -2.68 -1.76 -0.42
H 1.76 3.00 1.69
H 0.53 2.23 2.36
H 2.21 1.27 2.07
H 0.62 2.19 -0.33
H 2.14 0.42 -1.99
H 0.51 0.21 -2.28
H -1.40 1.63 0.29
H -2.70 0.57 -0.18
H -2.16 0.46 1.42
H 0.22 -3.00 -0.03
H -1.01 -3.32 -1.31
H 0.26 -2.34 -1.50
*
```

## Properties
E_LUMO = 0.52 eV
energy relative to the best compared isomer or geometry (same formula, charge and spin) = 0.0 kJ/mol
SMILES string = CN[P@@](N)(=O)N(C)C(C)=O

Formula: C4H12N4
Source: the OMol25 dataset
Level of theory: the ωB97M-V functional and the def2-TZVPD basis

Geometry as ORCA input:
```
! RIJCOSX wB97M-V def2-TZVPD def2/J DEFGRID3
* xyz 0 1
C -0.48 1.98 0.66
C 0.26 0.77 0.18
N 1.87 1.12 -0.13
N 2.81 0.07 -0.30
C -0.14 -0.44 -0.11
N 0.57 -1.52 -0.60
C -1.78 -0.84 0.35
N -2.39 -1.58 -0.70
H -0.53 2.00 1.75
H 0.05 2.89 0.35
H -1.49 2.06 0.24
H 2.14 1.75 0.62
H 3.61 0.41 -0.83
H 3.14 -0.29 0.60
H 0.19 -1.81 -1.50
H 1.53 -1.17 -0.78
H -2.38 0.03 0.63
H -1.67 -1.45 1.25
H -1.91 -2.47 -0.85
H -3.39 -1.50 -0.82
*
```

## Properties
E_LUMO = 1.11 eV
energy relative to the best compared isomer or geometry (same formula, charge and spin) = 304.9 kJ/mol
SMILES string = C/C(NN)=C(/N)CN

Formula: C4H12N4
Source: the OMol25 dataset
Level of theory: the ωB97M-V functional and the def2-TZVPD basis

Geometry as ORCA input:
```
! RIJCOSX wB97M-V def2-TZVPD def2/J DEFGRID3
* xyz 0 1
H 2.34 1.33 -1.13
N 1.36 1.42 -0.85
C 1.01 0.40 -0.15
N 1.91 -0.55 0.24
N -0.24 0.33 0.51
C -1.15 1.46 0.26
C -0.29 -0.12 1.90
H 2.77 -0.54 -0.28
H 1.50 -1.48 0.26
H -2.16 1.20 0.59
H -1.20 1.68 -0.81
H -0.81 2.36 0.79
H 0.22 -1.08 2.03
H -1.33 -0.26 2.21
H 0.17 0.62 2.57
C -0.56 -1.38 -1.96
N -1.01 -1.80 -0.80
H 0.00 -2.06 -2.61
H -0.81 -0.38 -2.34
H -1.70 -1.15 -0.41
*
```

## Properties
E_LUMO = 1.00 eV
energy relative to the best compared isomer or geometry (same formula, charge and spin) = 152.7 kJ/mol
SMILES string = [H]/N=C(\N)N(C)C.C=N

Formula: C4H12N4
Source: the OMol25 dataset
Level of theory: the ωB97M-V functional and the def2-TZVPD basis

Geometry as ORCA input:
```
! RIJCOSX wB97M-V def2-TZVPD def2/J DEFGRID3
* xyz 2 1
C -1.17 -1.19 -0.06
C -0.66 1.78 0.04
C 1.37 -0.40 -0.06
C -0.12 -0.16 0.38
N -0.72 -2.31 -0.49
N 0.21 2.43 -0.68
N -1.86 2.15 0.37
N 1.61 -1.87 0.22
H -2.18 -0.98 0.20
H 2.18 0.14 0.59
H 1.44 -0.25 -1.20
H -0.27 0.00 1.48
H -1.24 -3.13 -0.69
H 1.23 2.13 -0.81
H 0.18 3.44 -1.02
H -2.39 1.71 1.02
H -2.17 3.08 0.07
H 0.64 -2.39 -0.43
H 1.40 -2.10 1.15
H 2.52 -2.10 -0.08
*
```

## Properties
E_LUMO = -8.37 eV
energy relative to the best compared isomer or geometry (same formula, charge and spin) = 170.9 kJ/mol

Formula: C4H12N4O8
Source: the OMol25 dataset
Level of theory: the ωB97M-V functional and the def2-TZVPD basis

Geometry as ORCA input:
```
! RIJCOSX wB97M-V def2-TZVPD def2/J DEFGRID3
* xyz 1 2
C -0.24 -0.01 0.15
N 0.69 0.16 1.29
O 1.38 1.15 1.31
O 0.70 -0.71 2.13
H -0.77 0.93 -0.02
H -1.04 -0.63 0.57
H 0.38 -0.31 -0.70
C 2.87 -2.50 -0.47
N 3.34 -1.46 -1.37
O 4.55 -1.51 -1.73
O 2.49 -0.61 -1.66
H 2.85 -3.47 -0.95
H 1.91 -2.20 -0.04
H 3.50 -2.39 0.42
C -5.31 -1.87 1.19
N -3.95 -1.69 0.73
O -3.13 -2.40 1.26
O -3.78 -0.92 -0.21
H -5.29 -1.47 2.21
H -5.43 -2.96 1.20
H -5.96 -1.27 0.56
C 1.98 3.51 -0.54
N 0.72 3.96 -1.25
O 0.61 3.79 -2.48
O 0.11 4.70 -0.48
H 1.80 3.29 0.51
H 2.70 4.32 -0.69
H 2.32 2.55 -0.93
*
```

## Properties
E_LUMO (alpha / beta) = -7.48 / -10.71 eV
energy relative to the best compared isomer or geometry (same formula, charge and spin) = 47.6 kJ/mol
⟨S²⟩ = 0.76

Formula: C4H12N4S2
Source: the OMol25 dataset
Level of theory: the ωB97M-V functional and the def2-TZVPD basis

Geometry as ORCA input:
```
! RIJCOSX wB97M-V def2-TZVPD def2/J DEFGRID3
* xyz 2 1
C -3.54 0.12 -0.01
C -2.69 -1.09 0.31
C 1.78 -1.02 -0.15
C 2.20 0.48 -0.27
N 3.32 0.83 0.10
N -1.53 1.28 0.40
N -2.68 1.22 -0.44
N 4.30 0.12 0.67
S -1.13 -0.20 0.88
S 0.03 -1.13 -0.70
H -4.24 0.02 -0.93
H -4.05 0.42 0.88
H -3.03 -1.90 0.96
H -2.25 -1.64 -0.55
H 2.36 -1.51 -1.03
H 1.87 -1.44 0.83
H 1.50 1.25 -0.60
H 3.63 1.76 0.15
H -2.22 0.95 -1.36
H -3.23 1.99 -0.49
H 4.28 -0.88 0.64
H 5.30 0.38 0.71
*
```

## Properties
E_LUMO = -7.15 eV
energy relative to the best compared isomer or geometry (same formula, charge and spin) = 0.0 kJ/mol